Entry 1:
The following is a quantum chemistry calculation of C25H47N6O2RuSi2Te as an isolated structure in a non-equilibrium geometry, from the Open Molecules 2025 dataset.

## Properties
Relative energy (zero: lowest compared OMol25 entry of this formula, charge and spin) in kcal per mole: 45.6
<S²>: 6.023
HOMO level (spin up / spin down) in eV: -13.156 / -13.117
Calculated total energy in eV: -65328.7986

Geometry as ORCA input:
```
! RIJCOSX wB97M-V def2-TZVPD def2/J DEFGRID3
* xyz 3 5
Ru -3.62490 -1.71702 -4.72646
N -4.92184 -3.10567 -3.75791
C -5.27628 -2.65670 -2.37218
C -6.65366 -2.87030 -1.87640
C -7.84286 -2.05422 -2.40956
C -8.29642 -0.89617 -1.54554
N -8.74350 -1.41200 -0.24305
C -8.43968 -0.80834 0.95831
N -7.22538 -0.29500 1.12530
N -9.36196 -0.79008 1.94366
C -4.89847 -1.12686 -2.21305
O -5.04213 -0.63541 -1.11479
O -4.44266 -0.55421 -3.27447
H -5.75975 -3.17326 -4.33054
H -4.56685 -4.08185 -3.69936
H -4.60092 -3.27075 -1.75332
H -6.65056 -2.71000 -0.82069
H -6.87887 -3.96062 -1.96913
H -8.65719 -2.73712 -2.60917
H -7.58141 -1.57349 -3.33512
H -9.17943 -0.43117 -2.07906
H -7.58708 -0.08342 -1.45902
H -9.57906 -1.98601 -0.25042
H -6.55497 -0.51019 0.36953
H -7.01982 0.28165 1.91506
H -10.14469 -1.33996 1.75396
H -9.17233 -0.63116 2.95600
N -0.59461 3.18672 -7.16809
C -1.18602 2.11194 -6.64452
C -1.71598 2.17364 -5.30618
C -2.39185 1.03426 -4.84912
N -2.68522 -0.01505 -5.65821
C -2.32525 0.02011 -6.93906
C -1.59827 1.01220 -7.50530
H -0.16492 3.83139 -6.53990
H -0.35223 3.14530 -8.13693
H -1.52175 2.98635 -4.58274
H -2.81754 0.89370 -3.82744
H -2.64874 -0.78873 -7.58619
H -1.31702 1.02270 -8.56789
C 7.81418 -0.44060 3.81277
Si 7.48757 -0.76467 5.64943
C 6.10927 -2.02359 5.76879
C 9.21685 -1.10043 6.46792
C 6.70951 0.77861 6.53967
Te 8.00754 2.41255 6.98514
C 7.50716 3.76819 5.44340
Si 6.06885 4.87675 5.37550
C 4.39207 4.59419 4.60256
C 6.67110 6.22336 3.71385
C 5.79172 5.78427 6.99121
H 8.14713 -1.40600 3.33882
H 8.61156 0.32458 3.47776
H 6.97227 -0.04855 3.29358
H 5.65483 -2.15992 4.80460
H 5.37594 -2.18350 6.59463
H 6.74552 -2.87072 5.98007
H 9.54128 -2.04317 6.02614
H 9.02654 -1.28944 7.53085
H 9.93131 -0.22848 6.34545
H 6.35836 0.41958 7.60497
H 5.87690 1.23082 5.97846
H 7.74715 3.19034 4.56388
H 8.35029 4.42283 5.49751
H 4.28333 4.18444 3.59841
H 3.82466 5.54211 4.59617
H 3.90745 3.78549 5.18326
H 6.36100 6.05042 2.69578
H 7.69847 5.93627 3.98879
H 6.09066 7.01493 4.07283
H 6.73230 6.14452 7.29825
H 5.33788 5.08761 7.66640
H 5.07379 6.51159 6.87659
C -0.48368 -5.13948 -5.65633
C -0.26654 -4.30152 -4.58132
C -1.19306 -3.30302 -4.22851
C -2.27681 -3.20949 -5.13607
C -2.41358 -3.96669 -6.31236
C -1.54508 -4.99545 -6.55289
H 0.30567 -5.93113 -5.93496
H 0.60254 -4.46211 -4.00319
H -1.00023 -2.70730 -3.39649
H -3.38592 -3.70402 -6.87791
H -1.74569 -5.48937 -7.55440
*
```

Atom charges from the Mulliken analysis, given in e for atoms 1 to 4:
1. Ru 0.577
2. N -0.589
3. C 0.220
4. C -1.048

***

Entry 2:
The following is a quantum chemistry calculation of a 6-piece molecular cluster, C25H47N6O6PS overall, from the Open Molecules 2025 dataset.

## Properties
HOMO level in eV: -9.800
Calculated total energy in eV: -68035.5279
Structure (SMILES): NC[C@H](O)C[C@]1([PH2]=O)COS(=O)(=O)O1.CCCC#N.CCCC#N.CCCC#N.CCCC#N.CCCC#N

Geometry as ORCA input:
```
! RIJCOSX wB97M-V def2-TZVPD def2/J DEFGRID3
* xyz 0 1
N 7.37507 -3.80297 -4.62892
C 7.29178 -2.42198 -5.11152
C 5.87061 -2.07472 -5.52583
O 5.99682 -0.93751 -6.38125
C 4.98107 -1.75551 -4.30975
C 3.66049 -2.50100 -4.16601
P 2.85053 -1.82646 -2.63127
O 3.08078 -0.38658 -2.38266
C 3.73595 -4.05277 -4.02732
O 2.76863 -4.59323 -4.94137
S 2.53623 -3.58350 -6.13838
O 3.59469 -3.72766 -7.07291
O 1.18600 -3.61690 -6.55005
O 2.73931 -2.27686 -5.25348
H 6.88499 -3.88773 -3.74239
H 8.33818 -4.05753 -4.44608
H 7.92667 -2.30241 -5.99014
H 7.63143 -1.69514 -4.35824
H 5.46384 -2.90834 -6.10048
H 5.13036 -0.52807 -6.49605
H 4.73593 -0.68921 -4.32271
H 5.55522 -1.90429 -3.38542
H 3.37171 -2.66348 -1.63356
H 1.51158 -2.18934 -2.82766
H 4.73029 -4.47756 -4.18683
H 3.40373 -4.38239 -3.03894
C -0.46219 0.58865 -1.24558
C -1.44118 -0.27287 -0.45875
C -0.76485 -1.09834 0.63700
C 0.22276 -2.03817 0.11275
N 0.97415 -2.78780 -0.32723
H 0.27029 -0.01044 -1.79141
H -0.99991 1.19603 -1.97383
H 0.09089 1.26312 -0.58812
H -1.98487 -0.93050 -1.13886
H -2.18243 0.36140 0.02689
H -1.50094 -1.67422 1.20074
H -0.25616 -0.44137 1.34390
C 2.52575 -0.21439 2.71063
C 2.88885 -0.63065 4.12852
C 2.07230 -1.84623 4.58552
C 0.63957 -1.55065 4.55420
N -0.47328 -1.27172 4.52752
H 1.47350 0.06683 2.65992
H 3.11048 0.64371 2.38127
H 2.69557 -1.02850 2.00285
H 2.71123 0.19736 4.81731
H 3.94947 -0.87711 4.19408
H 2.33788 -2.14357 5.60069
H 2.25571 -2.69930 3.92902
C -5.48414 -0.87527 4.58441
C -4.01958 -0.72601 4.97769
C -3.46187 0.66521 4.65963
C -3.52615 0.96003 3.22810
N -3.57689 1.16230 2.09824
H -5.61956 -0.75571 3.50802
H -5.85692 -1.86266 4.85724
H -6.10505 -0.13164 5.08917
H -3.41286 -1.47583 4.47184
H -3.90424 -0.89271 6.04970
H -2.42100 0.74071 4.97665
H -4.02989 1.42714 5.19329
C -1.95543 1.99510 -4.98508
C -3.41223 2.19480 -5.38236
C -4.33084 2.42943 -4.17702
C -4.31408 1.29585 -3.25243
N -4.30041 0.39307 -2.54411
H -1.83570 1.10956 -4.35926
H -1.32972 1.86325 -5.86733
H -1.57636 2.85592 -4.43033
H -3.76693 1.32438 -5.93716
H -3.50159 3.05497 -6.04812
H -5.36118 2.58548 -4.49936
H -4.01778 3.31900 -3.62640
C -3.44634 6.27175 7.39236
C -3.84184 5.79527 6.00086
C -4.96532 4.75213 6.02695
C -4.57758 3.55030 6.76560
N -4.27378 2.60315 7.33901
H -3.05869 5.45004 7.99616
H -2.67005 7.03397 7.33140
H -4.30023 6.70381 7.91769
H -2.97418 5.37193 5.49167
H -4.18101 6.64082 5.40049
H -5.23537 4.44885 5.01390
H -5.85970 5.16349 6.49914
*
```

Atom charges from the Mulliken analysis, given in e for atoms 1 to 4:
1. N -0.587
2. C -1.098
3. C 0.728
4. O -0.634

***

Entry 3:
The following is a quantum chemistry calculation of a 2-piece molecular cluster, C25H48BF5IN2O5P overall in a non-equilibrium geometry, from the Open Molecules 2025 dataset.

## Properties
HOMO level in eV: -4.694
Calculated total energy in eV: -71570.2304

Geometry as ORCA input:
```
! RIJCOSX wB97M-V def2-TZVPD def2/J DEFGRID3
* xyz 0 1
C -6.27435 -0.45510 -0.48011
C -6.16200 0.76857 -1.45272
C -6.50436 0.34426 -2.91237
C -5.21773 0.15452 -3.77320
C -4.93836 -1.31509 -4.15343
C -4.16791 -2.12483 -3.07814
C -2.66384 -2.28574 -3.40910
C -1.95213 -0.92546 -3.16006
C -0.55744 -1.06511 -2.49820
C -0.37022 0.14158 -1.54197
C 1.10991 0.47506 -1.23285
C 1.40442 1.00629 0.20478
B 0.56706 2.36526 0.32775
C 0.99908 3.76992 -0.18112
O -0.71224 2.33759 0.90568
C 0.90294 0.14077 1.44461
C 1.05368 0.82142 2.82279
C 0.90600 -0.06939 4.06722
O 2.20242 -0.53619 4.49303
C -0.16856 -1.19729 4.01627
N 0.33352 -2.54903 4.25483
C 1.78884 -1.11889 1.31561
C 1.31432 -2.32004 0.46591
C -0.13071 -2.78007 0.73705
O -1.08905 -2.16755 0.54779
I -0.39441 -4.82323 1.45576
N 3.12963 -0.45359 0.97122
P 4.24641 -1.68644 0.25358
C 4.53599 -2.86520 1.67109
O 5.74376 -1.04799 0.00638
C 2.93252 0.94035 0.43213
C 3.91550 1.49630 -0.59171
F 3.45527 2.61321 -1.14270
F 4.11537 0.68979 -1.65234
C 5.29409 1.93135 0.04802
F 5.46794 1.39419 1.25748
F 6.29641 1.61893 -0.73543
F 5.32950 3.21660 0.19538
H -7.08220 -0.33355 0.24123
H -5.30929 -0.58296 0.02058
H -6.44445 -1.36329 -1.06298
H -6.83795 1.56255 -1.12304
H -5.15447 1.18699 -1.39483
H -7.15098 -0.53524 -2.94717
H -7.08177 1.17290 -3.33877
H -4.36237 0.64214 -3.30356
H -5.39926 0.68947 -4.71428
H -4.37798 -1.32404 -5.09731
H -5.89544 -1.80547 -4.35880
H -4.27770 -1.62746 -2.10739
H -4.63343 -3.11372 -2.99048
H -2.61345 -2.51222 -4.47951
H -2.21510 -3.08563 -2.81617
H -1.88246 -0.31877 -4.06853
H -2.58326 -0.36081 -2.46551
H 0.25546 -1.11790 -3.22745
H -0.58304 -1.96025 -1.86974
H -0.97810 -0.05705 -0.65324
H -0.81570 1.02380 -2.01953
H 1.36244 1.30611 -1.90229
H 1.79140 -0.32809 -1.54557
H 1.97730 4.01589 0.24881
H 1.12231 3.69832 -1.28260
H 0.23549 4.52630 -0.01956
H -1.30069 1.72907 0.43429
H -0.15733 -0.07349 1.33584
H 2.03400 1.30686 2.94043
H 0.33866 1.63359 2.95621
H 0.58225 0.61206 4.86268
H 2.15180 -0.59120 5.45535
H -0.75295 -1.22043 3.09155
H -0.89384 -1.01224 4.81310
H 0.28378 -2.82604 5.22329
H 1.24268 -2.71591 3.85097
H 2.06646 -1.59361 2.26441
H 1.90547 -3.22468 0.61514
H 1.35415 -2.14108 -0.61421
H 3.53859 -0.28099 1.90098
H 5.08183 -2.32963 2.45970
H 3.60489 -3.25526 2.08164
H 5.18354 -3.63766 1.25461
H 6.24864 -1.74475 -0.44458
H 3.06877 1.63049 1.27953
C 3.49250 5.16741 2.52755
O 2.24892 4.67981 2.68681
H 3.61174 6.00217 1.78745
H 3.97934 5.60279 3.43716
H 4.27951 4.44499 2.17892
*
```

Atom charges from the Mulliken analysis, given in e for atoms 1 to 4:
1. C -0.914
2. C -0.320
3. C -0.875
4. C -0.620